Below is a structure of composition C30H39BeN3O3S in a non-equilibrium geometry, with properties calculated with ωB97M-V/def2-TZVPD.

The HOMO-LUMO gap is 8.26 eV. The calculation puts the highest occupied orbital energy at -13.425 eV. The value obtained for the energy above the lowest of the compared OMol25 structures with the same formula, charge and spin is 15.6 kcal/mol.

The geometry in ORCA input format:
```
! RIJCOSX wB97M-V def2-TZVPD def2/J DEFGRID3
* xyz 2 1
Be -1.04087 0.72602 0.24929
C -1.00017 -0.11598 4.20579
C -0.58447 -0.34138 2.78879
O -1.16807 0.23552 1.86849
C 0.47883 -1.32998 2.56809
C 1.58973 -1.45128 3.40759
C 2.51703 -2.45168 3.18189
C 2.33733 -3.35908 2.14779
C 1.22143 -3.26118 1.33379
C 0.30573 -2.24498 1.52819
H -1.86447 0.54062 4.25549
H -0.17947 0.32132 4.77089
H -1.23097 -1.06908 4.68009
H 1.73523 -0.75878 4.22469
H 3.37943 -2.53578 3.82309
H 3.06043 -4.14418 1.99039
H 1.05523 -3.99068 0.55799
H -0.57587 -2.16358 0.91059
C 2.19303 -3.26798 -3.21061
N 2.07813 -2.27318 -2.18301
N 0.89053 -1.70338 -1.80911
C 1.12943 -0.72148 -0.89281
O 0.22793 -0.01448 -0.35951
C 2.52883 -0.69098 -0.71461
C 3.07533 -1.66178 -1.52711
C 4.49603 -2.01288 -1.73241
C -0.38107 -2.16248 -2.23301
C -1.19847 -1.30558 -2.95501
C -2.44937 -1.74578 -3.34831
C -2.87967 -3.01878 -3.01021
C -2.05707 -3.87018 -2.28851
C -0.80137 -3.44398 -1.89611
H 1.23613 -3.37478 -3.71691
H 2.48403 -4.23248 -2.78961
H 2.94873 -2.97538 -3.94181
H 3.06293 -0.05988 -0.03731
H 5.12233 -1.39988 -1.09111
H 4.78563 -1.85308 -2.77091
H 4.66923 -3.06108 -1.49861
H -0.85167 -0.31548 -3.20341
H -3.07717 -1.09048 -3.93091
H -3.85207 -3.36028 -3.32431
H -2.38797 -4.86408 -2.02621
H -0.14977 -4.10168 -1.33991
C 1.80953 2.30502 1.66309
N 2.33943 2.97572 0.46409
C 2.68693 4.37652 0.75779
C 1.38053 2.86012 -0.69491
C 0.02673 3.40902 -0.33831
C -0.21697 4.75952 -0.58241
C -1.41327 5.33652 -0.20091
C -2.33387 4.56242 0.48289
C -2.07467 3.22032 0.70779
C -0.92167 2.56472 0.26529
H 2.57613 2.24622 2.43359
H 1.45923 1.30922 1.39789
H 0.96003 2.87232 2.03979
H 3.20113 2.49722 0.18409
H 1.78193 4.92052 1.02419
H 3.14343 4.84532 -0.11271
H 3.38783 4.42572 1.58899
H 1.28883 1.80502 -0.93221
H 1.82673 3.38542 -1.54031
H 0.52293 5.36232 -1.09261
H -1.61397 6.37502 -0.41311
H -3.26207 4.99232 0.82829
H -2.80257 2.65662 1.27209
C -4.95027 -0.01278 -1.27481
S -3.78607 0.95012 -0.23961
C -4.38977 0.38672 1.39579
O -2.46487 0.24142 -0.41541
H -5.26697 -0.93868 -0.80931
H -4.45847 -0.21748 -2.21911
H -5.81327 0.62142 -1.45151
H -5.25817 0.97922 1.66259
H -3.58877 0.56712 2.10659
H -4.65417 -0.66498 1.38089
*
```

Below is a cluster of 2 separate species, C5H11O2 in total in a non-equilibrium geometry, with properties calculated with ωB97M-V/def2-TZVPD.

The HOMO-LUMO gap is 7.38 eV. The calculation puts the highest occupied orbital energy at -3.549 eV. The value obtained for the energy above the lowest of the compared OMol25 structures with the same formula, charge and spin is 29.6 kcal/mol.

The geometry in ORCA input format:
```
! RIJCOSX wB97M-V def2-TZVPD def2/J DEFGRID3
* xyz -1 1
C -1.74494 0.07866 -0.39655
C -1.95280 -0.37470 1.06375
C -0.94077 1.40383 -0.37387
H -1.12302 -0.57404 -1.04668
H -2.70383 0.11991 -1.00045
H -1.17549 -0.94613 1.46561
H -2.90682 -0.90956 1.15265
H -0.73394 1.84260 0.67793
H -0.00412 1.21088 -0.76733
H -2.15503 0.62742 1.64961
H -1.46027 2.20457 -0.94274
C 2.35869 -1.32832 -0.20772
C 2.55900 0.16359 -0.04676
O 2.70497 0.85444 -1.06384
O 2.48696 0.61396 1.10118
H 1.27557 -1.48744 -0.46590
H 2.65337 -2.12633 0.41290
H 2.86247 -1.37332 -1.21180
*
```

Below is an isolated molecule of C3H3F2N3 in a non-equilibrium geometry, with properties calculated with ωB97M-V/def2-TZVPD.

The structure (SMILES) is [H]/N=C(\F)[C@H](F)NC#N. The HOMO-LUMO gap is 11.00 eV. The calculation puts the highest occupied orbital energy at -10.336 eV. The value obtained for the energy above the lowest of the compared OMol25 structures with the same formula, charge and spin is 4.7 kcal/mol.

The geometry in ORCA input format:
```
! RIJCOSX wB97M-V def2-TZVPD def2/J DEFGRID3
* xyz 0 1
H -2.25263 1.08707 0.32938
N -1.24377 0.78460 0.31905
C -1.00162 -0.23267 -0.31387
F -1.76228 -1.09178 -1.05364
C 0.51379 -0.97372 -0.13941
F 0.23759 -1.99724 0.74038
N 1.47275 -0.11559 0.40437
C 2.56120 -0.08000 -0.26090
N 3.55585 0.07992 -0.81610
H 0.88185 -1.26492 -1.12664
H 1.39159 0.18597 1.36803
*
```

Below is a cluster of 11 separate species, C50H124N8O11 in total in a non-equilibrium geometry, with properties calculated with ωB97M-V/def2-TZVPD.

The structure (SMILES) is CC1(C)CCCC(C)(C)N1O.CC1(C)CCCC(C)(C)N1O.CC1(C)CCCC(C)(C)N1O.COC[C@H](C)N.COC[C@H](C)N.COC[C@H](C)N.COC[C@H](C)N.COC[C@H](C)N.CO.CO.CO. The HOMO-LUMO gap is 8.47 eV. The calculation puts the highest occupied orbital energy at -8.071 eV. The value obtained for the energy above the lowest of the compared OMol25 structures with the same formula, charge and spin is 0.0 kcal/mol.

The geometry in ORCA input format:
```
! RIJCOSX wB97M-V def2-TZVPD def2/J DEFGRID3
* xyz 0 1
C 26.81538 -36.62875 2.23157
C 27.35654 -35.21935 2.39080
C 27.99057 -35.11890 3.77622
C 28.36882 -34.97844 1.28732
C 28.77976 -33.49690 1.18817
C 27.52826 -32.72839 0.79807
C 26.41318 -32.86934 1.85084
C 26.70100 -32.00409 3.06328
C 25.12925 -32.40996 1.17829
N 26.26676 -34.27201 2.19576
O 25.14240 -34.53776 3.00921
H 26.08131 -36.89922 2.99253
H 26.22668 -36.65044 1.30847
H 27.61173 -37.36573 2.16996
H 28.62487 -34.25793 3.98366
H 27.22415 -35.19880 4.55014
H 28.61397 -36.00957 3.93086
H 29.26528 -35.54901 1.55190
H 27.99376 -35.24913 0.29831
H 29.11888 -33.08284 2.13706
H 29.50599 -33.47537 0.37347
H 27.15438 -33.04875 -0.18103
H 27.68780 -31.64959 0.68050
H 25.94441 -32.23678 3.82459
H 26.63514 -30.93183 2.87775
H 27.63356 -32.25408 3.57099
H 25.07671 -31.32093 1.17598
H 24.27640 -32.79857 1.73899
H 25.00909 -32.85886 0.18933
H 24.56243 -35.08228 2.45753
C 14.81386 -37.15249 -3.83891
C 15.99212 -36.49271 -4.58426
C 16.22982 -35.12845 -3.93057
C 17.29316 -37.26390 -4.58233
C 17.27287 -38.42010 -5.55608
C 16.85626 -38.04494 -6.98908
C 15.60899 -37.15653 -7.06206
C 15.71171 -36.39224 -8.38810
C 14.36814 -38.07590 -7.10146
N 15.63014 -36.18840 -5.97100
O 14.59828 -35.23731 -6.09817
H 14.84411 -36.90474 -2.77918
H 13.89897 -36.65282 -4.17326
H 14.75244 -38.20083 -4.11765
H 16.56421 -35.20627 -2.89479
H 16.90215 -34.52623 -4.54518
H 15.29278 -34.56785 -3.91404
H 18.06860 -36.52063 -4.78982
H 17.56702 -37.69299 -3.61210
H 18.18898 -39.01571 -5.61668
H 16.56343 -39.17485 -5.17902
H 16.67242 -39.02932 -7.42600
H 17.71400 -37.58875 -7.48716
H 14.79813 -35.88929 -8.69801
H 16.10977 -37.05053 -9.16250
H 16.47620 -35.61792 -8.27502
H 14.36515 -38.66301 -8.02352
H 13.45633 -37.47273 -7.20425
H 14.31736 -38.76867 -6.26440
H 13.76217 -35.73438 -6.15838
C 22.30593 -34.50151 9.77116
C 21.75945 -33.24206 9.10700
C 20.47155 -32.77982 9.81905
C 22.82709 -32.15431 9.21171
C 22.58360 -30.97762 8.30246
C 22.51394 -31.50858 6.88848
C 21.38560 -32.51497 6.68454
C 20.04362 -31.79364 6.75799
C 21.58907 -33.06506 5.29632
N 21.57292 -33.53479 7.67577
O 20.67005 -34.62771 7.45702
H 22.44321 -34.24599 10.82470
H 21.62410 -35.34346 9.66336
H 23.28437 -34.79672 9.39038
H 19.63224 -33.28022 9.33664
H 20.53867 -33.07376 10.86697
H 20.32711 -31.70404 9.77908
H 22.99779 -31.92054 10.26985
H 23.82276 -32.54665 8.95537
H 21.63696 -30.49121 8.55611
H 23.35360 -30.21528 8.42797
H 23.50361 -31.90572 6.61409
H 22.49475 -30.69741 6.14637
H 19.90263 -30.93368 6.10663
H 19.85228 -31.39598 7.75440
H 19.23513 -32.51297 6.58847
H 22.59891 -33.48173 5.22324
H 21.48246 -32.30571 4.52184
H 20.91499 -33.89670 5.08243
H 21.24775 -35.39836 7.43482
C 18.41816 -33.61596 2.04401
O 17.96577 -34.81162 2.61336
C 17.96827 -34.75865 4.02134
C 17.43745 -36.07800 4.55684
C 17.26036 -36.03766 6.07249
N 18.44434 -37.15103 4.24093
H 17.72156 -32.77454 2.20850
H 18.47011 -33.62507 0.95137
H 19.39683 -33.33537 2.44380
H 19.01950 -34.71948 4.34962
H 17.36993 -33.93346 4.42749
H 16.44539 -36.28428 4.12794
H 16.62734 -35.21067 6.39924
H 18.25382 -35.85457 6.49569
H 16.87467 -36.98283 6.44615
H 18.64234 -37.05161 3.23875
H 17.85090 -37.98929 4.19537
C 26.19866 -28.55819 -5.67180
O 26.46806 -29.51583 -4.68436
C 25.63202 -29.34014 -3.57552
C 25.54332 -30.60689 -2.77420
C 25.14531 -31.82535 -3.58740
N 24.60904 -30.40944 -1.64018
H 26.20895 -27.52575 -5.28693
H 25.19615 -28.71076 -6.09369
H 26.95160 -28.59988 -6.45469
H 26.05424 -28.53391 -2.95668
H 24.60926 -29.03600 -3.85004
H 26.53249 -30.81341 -2.33464
H 25.65663 -31.75198 -4.55405
H 24.08420 -31.80863 -3.85124
H 25.44362 -32.77177 -3.14238
H 24.75338 -31.17766 -0.99093
H 24.92648 -29.57532 -1.13670
C 20.16177 -35.70937 -3.14345
O 21.51789 -35.40665 -2.90302
C 22.03246 -36.22705 -1.85395
C 23.51640 -35.99840 -1.70214
C 24.29812 -36.35899 -2.96180
N 24.04087 -36.75683 -0.56642
H 20.14642 -36.58824 -3.80034
H 19.70613 -34.87071 -3.65864
H 19.61988 -35.97509 -2.22954
H 21.53157 -35.97420 -0.91126
H 21.84382 -37.26452 -2.16628
H 23.71049 -34.92483 -1.50714
H 23.82121 -35.88450 -3.81904
H 24.32765 -37.44458 -3.09090
H 25.34301 -36.04868 -2.89158
H 25.04117 -36.67728 -0.44470
H 23.64137 -36.51182 0.35016
C 21.10368 -30.36683 1.99216
O 20.77888 -31.60823 1.43679
C 21.27838 -31.83996 0.13405
C 20.90098 -30.78054 -0.89498
C 19.42362 -30.82749 -1.14207
N 21.62609 -31.07058 -2.14372
H 20.35790 -29.61958 1.68143
H 22.08742 -30.00214 1.67464
H 21.03899 -30.42538 3.07747
H 22.37435 -31.93440 0.12739
H 20.76357 -32.77367 -0.10376
H 21.25359 -29.79191 -0.59733
H 18.86735 -30.76733 -0.19835
H 19.08162 -31.75392 -1.60526
H 19.08962 -29.99560 -1.76416
H 21.57174 -32.05741 -2.36730
H 22.62512 -30.85481 -2.02441
C 18.23038 -29.06666 4.60327
O 17.82245 -29.29091 3.27906
C 17.99299 -28.18228 2.42438
C 17.60172 -28.58649 1.02639
C 17.76475 -27.44456 0.04796
N 16.19259 -29.01138 1.00766
H 19.24396 -29.43205 4.77304
H 17.53828 -29.58347 5.27348
H 18.10976 -28.01175 4.88072
H 17.37649 -27.33676 2.76701
H 19.05234 -27.87935 2.42613
H 18.26655 -29.42670 0.76959
H 17.14352 -26.61702 0.39249
H 17.51011 -27.77222 -0.95659
H 18.78983 -27.06265 0.03752
H 16.03861 -29.48620 0.11988
H 16.00516 -29.72142 1.70987
C 20.59972 -29.18121 -4.84849
O 20.77092 -28.74966 -3.50691
H 20.31313 -30.24597 -4.86588
H 19.84529 -28.59473 -5.36203
H 21.55743 -29.16362 -5.39226
H 21.18445 -29.50718 -3.02453
C 22.08297 -34.61377 1.83075
O 22.68072 -35.89551 1.89920
H 21.97997 -34.07731 2.77719
H 22.71616 -33.95072 1.24488
H 21.09098 -34.65812 1.37605
H 22.14864 -36.52925 2.39005
C 23.56468 -27.45376 -0.34350
O 24.89759 -27.84556 -0.02411
H 23.20772 -26.68096 0.34468
H 23.46343 -27.12074 -1.38202
H 22.88258 -28.29689 -0.24312
H 25.47486 -27.08301 0.04529
*
```

Sequential LUMO level output: -5.17 3.83 0.66 0.40 eV